{"formula": "C17H22ClFNO6P2", "method": "ωB97M-V/def2-TZVPD", "elements": ["C", "C", "C", "O", "C", "C", "C", "F", "C", "P", "C", "O", "C", "C", "C", "O", "C", "C", "P", "O", "Cl", "C", "O", "H", "H", "H", "H", "H", "H", "H", "H", "H", "H", "H", "H", "H", "H", "C", "C", "O", "N", "C", "H", "H", "H", "H", "H", "H", "H", "H"], "positions_angstrom": [[5.388, -1.329, 1.078], [4.272, -0.567, 0.126], [4.866, -0.128, -1.350], [4.118, 0.975, -2.034], [2.668, 0.839, -1.807], [1.766, 2.026, -1.073], [0.239, 1.780, -0.493], [-0.467, 2.900, 0.237], [-0.427, 0.281, -0.685], [-2.042, -0.113, 0.256], [-2.190, -1.972, 0.716], [-3.372, 0.234, -0.842], [0.353, -0.769, -1.678], [1.885, -0.517, -2.295], [2.528, -1.666, -3.338], [3.399, -1.346, -4.317], [2.005, -3.223, -3.041], [0.783, -3.491, -2.180], [0.505, -5.148, -1.222], [0.786, -4.763, 0.483], [2.081, -6.443, -1.888], [-0.308, -2.233, -2.094], [-1.610, -2.409, -2.422], [4.922, -1.734, 2.086], [5.876, -2.271, 0.531], [6.231, -0.554, 1.414], [3.878, 0.349, 0.751], [3.431, -1.377, -0.093], [4.934, -1.104, -2.016], [5.976, 0.224, -1.176], [2.261, 3.080, -0.922], [-2.718, -2.160, 1.766], [-2.932, -2.445, -0.087], [-1.191, -2.587, 0.619], [-3.428, 1.253, -0.826], [2.648, -4.141, -3.442], [1.745, -4.489, 0.652], [-4.565, 4.545, 1.110], [-4.437, 3.083, 1.407], [-4.352, 2.199, 0.577], [-4.357, 2.556, 2.713], [-4.708, 3.380, 3.868], [-4.721, 4.684, 0.037], [-5.420, 4.967, 1.641], [-3.645, 5.056, 1.406], [-3.399, 2.192, 2.765], [-4.887, 1.676, 2.639], [-4.029, 4.235, 3.914], [-4.593, 2.762, 4.762], [-5.748, 3.700, 3.768]], "e_homo_ev": -10.935, "total_energy_ev": -65556.0649, "gap_ev": 6.915, "charge": 1}

{"formula": "C17H22ClO8P", "method": "ωB97M-V/def2-TZVPD", "elements": ["C", "C", "O", "O", "C", "C", "C", "C", "C", "C", "O", "C", "C", "C", "C", "C", "C", "O", "C", "O", "P", "O", "Cl", "H", "H", "H", "H", "H", "H", "H", "H", "H", "H", "H", "H", "H", "H", "H", "H", "H", "H", "O", "C", "C", "O", "H", "H", "H", "H"], "positions_angstrom": [[5.027, -2.882, -0.272], [5.139, -1.415, -0.566], [5.657, -0.652, 0.202], [4.623, -1.031, -1.756], [3.537, -0.073, -1.686], [2.468, -0.451, -0.666], [1.081, 0.064, -1.099], [0.271, 0.735, 0.009], [-1.190, 1.030, -0.444], [-1.893, -0.035, -1.255], [-2.541, 0.279, -2.231], [-1.849, -1.496, -0.910], [-1.598, -2.394, -1.946], [-1.581, -3.753, -1.709], [-1.790, -4.249, -0.427], [-2.046, -3.361, 0.605], [-2.082, -1.998, 0.361], [0.905, 2.024, 0.174], [0.276, 2.770, 1.190], [0.936, 3.265, 2.051], [0.399, -0.274, 1.607], [1.703, 0.442, 2.290], [-1.161, 0.413, 2.774], [5.042, -3.476, -1.183], [5.857, -3.172, 0.363], [4.086, -3.080, 0.236], [3.135, 0.024, -2.689], [3.966, 0.887, -1.399], [2.431, -1.542, -0.664], [2.787, -0.083, 0.303], [0.535, -0.763, -1.541], [1.242, 0.864, -1.822], [-1.123, 1.893, -1.101], [-1.859, 1.336, 0.379], [-1.428, -2.011, -2.942], [-1.406, -4.443, -2.523], [-1.761, -5.314, -0.250], [-2.214, -3.740, 1.602], [-2.312, -1.336, 1.182], [-0.822, 2.838, 1.098], [1.755, 0.077, 3.181], [-2.515, 3.195, 1.331], [-3.844, 3.505, 1.516], [-4.216, 5.018, 1.354], [-5.527, 5.320, 1.551], [-4.241, 3.231, 2.526], [-4.543, 2.977, 0.820], [-3.818, 5.286, 0.332], [-3.500, 5.551, 2.042]], "e_homo_ev": 1.456, "total_energy_ev": -56173.8843, "gap_ev": 2.212, "charge": -2}

{"formula": "C17H22GeN4SSn", "method": "ωB97M-V/def2-TZVPD", "elements": ["Sn", "N", "C", "S", "N", "N", "C", "C", "C", "C", "C", "C", "C", "C", "C", "C", "C", "C", "N", "H", "H", "H", "H", "H", "H", "H", "H", "H", "H", "H", "C", "Ge", "C", "C", "C", "H", "H", "H", "H", "H", "H", "H", "H", "H", "H", "H"], "positions_angstrom": [[-0.202, -0.500, 0.284], [-3.331, 2.847, 0.581], [-2.266, 2.064, 0.550], [-2.569, 0.348, 0.208], [-1.094, 2.559, 0.790], [0.022, 1.885, 0.718], [1.169, 2.348, 1.116], [1.324, 3.670, 1.718], [0.744, 4.805, 1.148], [0.897, 6.036, 1.757], [1.562, 6.133, 2.972], [2.114, 5.002, 3.558], [2.031, 3.779, 2.922], [2.358, 1.511, 0.916], [3.624, 2.093, 0.855], [4.718, 1.291, 0.571], [4.522, -0.068, 0.373], [3.234, -0.571, 0.452], [2.185, 0.200, 0.706], [-4.257, 2.487, 0.402], [-3.233, 3.825, 0.812], [0.225, 4.727, 0.203], [0.495, 6.919, 1.284], [1.654, 7.090, 3.460], [2.614, 5.072, 4.512], [2.463, 2.900, 3.375], [3.739, 3.153, 1.012], [5.705, 1.721, 0.503], [5.346, -0.730, 0.165], [3.031, -1.624, 0.306], [2.115, -2.568, -2.742], [0.326, -3.248, -2.243], [0.303, -5.237, -2.114], [-1.228, -2.509, -3.208], [0.027, -2.731, -0.279], [2.280, -2.721, -3.805], [2.892, -3.113, -2.211], [2.221, -1.505, -2.534], [0.484, -5.612, -3.118], [-0.661, -5.600, -1.771], [1.088, -5.600, -1.457], [-1.205, -2.818, -4.249], [-1.240, -1.421, -3.180], [-2.153, -2.879, -2.773], [0.809, -3.088, 0.395], [-0.945, -3.069, 0.092]], "de_lowest_ev": 1.496, "e_homo_ev": -14.468, "total_energy_ev": -97112.6349, "gap_ev": 5.997, "charge": 2}

{"formula": "C17H22MnN6", "method": "ωB97M-V/def2-TZVPD", "elements": ["Mn", "C", "C", "N", "C", "C", "C", "C", "C", "C", "C", "N", "C", "C", "N", "N", "H", "H", "H", "H", "H", "H", "H", "H", "H", "H", "H", "H", "H", "H", "H", "H", "H", "H", "N", "C", "C", "C", "C", "C", "N", "C", "H", "H", "H", "H"], "positions_angstrom": [[0.268, 0.437, -0.243], [0.083, -2.314, 0.902], [1.475, -2.228, 0.325], [1.964, -0.826, 0.142], [2.700, -0.285, 1.340], [1.693, 0.359, 2.260], [1.887, 0.525, 3.635], [0.889, 1.188, 4.382], [-0.243, 1.665, 3.752], [-0.347, 1.541, 2.372], [-1.490, 2.076, 1.569], [-1.677, 1.324, 0.317], [-2.705, 0.244, 0.459], [-2.115, -1.141, 0.819], [-0.831, -1.415, 0.155], [0.624, 0.930, 1.654], [0.065, -2.055, 1.979], [-0.295, -3.330, 0.810], [1.477, -2.666, -0.668], [2.179, -2.784, 0.957], [2.620, -0.843, -0.670], [3.464, 0.457, 1.013], [3.208, -1.096, 1.924], [2.809, 0.170, 4.148], [1.001, 1.264, 5.455], [-1.059, 2.103, 4.326], [-1.248, 3.135, 1.319], [-2.403, 2.068, 2.182], [-1.993, 1.976, -0.405], [-3.274, 0.138, -0.465], [-3.445, 0.496, 1.213], [-2.842, -1.923, 0.564], [-1.973, -1.194, 1.902], [-0.998, -1.861, -0.746], [-2.996, -0.482, -5.644], [-2.004, -0.275, -5.035], [-0.783, 0.025, -4.376], [0.404, 0.226, -5.080], [1.527, 0.654, -4.361], [1.431, 0.889, -2.993], [0.306, 0.549, -2.297], [-0.801, 0.180, -2.986], [0.433, 0.106, -6.154], [2.470, 0.721, -4.867], [2.273, 1.265, -2.441], [-1.729, 0.005, -2.443]], "s_squared": 8.76, "spin_multiplicity": 6, "e_homo_ev": [-14.695, -16.013], "total_energy_ev": -58234.1005, "gap_ev": [8.386, 9.465], "charge": 2}

{"formula": "C17H22N2O", "method": "ωB97M-V/def2-TZVPD", "elements": ["C", "N", "C", "C", "C", "C", "C", "C", "C", "C", "H", "C", "C", "O", "N", "H", "C", "C", "C", "C", "C", "C", "H", "H", "H", "H", "H", "H", "H", "H", "H", "H", "H", "H", "H", "H", "H", "H", "H", "H", "H", "H"], "positions_angstrom": [[4.796, 2.446, 0.620], [3.962, 1.448, 0.082], [4.177, 0.199, 0.050], [5.185, -0.664, 0.434], [5.085, -2.180, 0.189], [3.857, -2.718, -0.097], [2.718, -2.033, -0.366], [2.824, -0.494, -0.548], [1.874, 0.559, -0.819], [2.592, 1.656, -0.405], [2.115, 2.902, -0.441], [0.428, 0.490, -1.340], [-0.457, 0.733, -0.330], [-0.257, 1.975, 0.516], [-1.638, 0.190, -0.303], [-1.828, -0.605, -0.673], [-2.706, 0.400, 0.732], [-3.290, -0.713, 1.529], [-3.864, -1.546, 0.471], [-5.134, -0.924, -0.103], [-4.621, 0.200, -1.126], [-3.994, 1.307, 0.031], [-3.474, 2.149, -0.657], [-4.665, 1.676, 0.751], [-5.400, 0.867, -1.800], [-3.792, -0.136, -1.803], [-5.588, -1.874, -0.881], [-5.809, -0.446, 0.463], [-4.442, -2.512, 1.247], [-3.228, -2.123, -0.108], [-3.938, -0.203, 2.164], [-2.446, -1.171, 1.823], [-2.306, 1.339, 1.403], [0.305, -0.776, -1.507], [0.370, 0.931, -2.138], [1.968, -2.203, -0.873], [3.925, -3.702, -0.397], [5.906, -2.587, 0.898], [6.001, -0.106, 0.857], [4.915, 2.388, 1.668], [4.366, 3.353, 0.629], [5.509, 2.505, 0.157]], "de_lowest_ev": 16.253, "e_homo_ev": -7.482, "total_energy_ev": -22999.1763, "gap_ev": 7.958}

{"formula": "C17H22N2O4", "method": "ωB97M-V/def2-TZVPD", "elements": ["C", "O", "C", "C", "C", "C", "C", "C", "N", "C", "O", "C", "C", "C", "C", "C", "C", "O", "N", "C", "C", "O", "C", "H", "H", "H", "H", "H", "H", "H", "H", "H", "H", "H", "H", "H", "H", "H", "H", "H", "H", "H", "H", "H", "H"], "positions_angstrom": [[7.495, 0.423, -0.102], [6.317, 0.972, -0.055], [5.243, 0.242, -0.176], [5.197, -1.244, -0.397], [4.004, -2.146, -0.602], [2.688, -1.457, -0.266], [1.450, -2.168, -0.515], [0.625, -2.113, 1.015], [-0.621, -1.619, 0.656], [-1.198, -0.406, 0.834], [-0.529, 0.512, 0.888], [-2.726, -0.246, 0.530], [-3.319, 0.853, 0.364], [-4.637, 0.560, -0.265], [-5.895, 1.256, -0.270], [-6.433, 0.931, -1.593], [-6.971, 0.549, 0.708], [-4.636, -0.884, -0.068], [-3.330, -1.263, 0.059], [2.587, -0.121, 0.068], [3.800, 0.793, -0.128], [3.789, 2.139, 0.125], [2.647, 2.729, 0.364], [8.042, 1.211, -0.049], [7.598, -0.462, 0.618], [7.478, 0.023, -1.243], [5.954, -1.636, -0.242], [4.133, -3.110, -0.459], [0.771, -1.769, -1.062], [1.705, -3.356, -0.581], [1.064, -1.219, 1.570], [0.600, -2.872, 1.580], [-1.369, -2.420, 0.675], [-3.080, 1.635, 0.628], [-5.751, 2.156, -0.166], [-7.256, 1.455, -1.798], [-6.478, 0.032, -2.016], [-5.627, 1.369, -2.484], [-6.727, 0.484, 1.707], [-7.977, 0.965, 0.547], [-7.107, -0.343, 0.507], [1.727, 0.551, 0.047], [2.800, 4.013, 0.604], [1.906, 2.822, -0.645], [2.046, 2.181, 1.088]], "smiles": "COc1ccc(CCNC(=O)c2cc(C(C)C)on2)cc1OC", "de_lowest_ev": 18.955, "e_homo_ev": -7.332, "total_energy_ev": -29139.1767, "gap_ev": 7.549}